Here is a molecular structure, C27H45As3N4O4SSeW from the Open Molecules 2025 dataset. Energies are from the ωB97M-V functional and the def2-TZVPD basis.

XYZ file:
```
86
Properties=species:S:1:pos:R:3:mulliken_spin:R:1
H -6.69861 -6.52909 3.89789 0.000
C -1.87583 2.99178 -1.44915 0.021
H -5.21167 -4.85228 2.80796 0.000
H 1.83444 4.71210 -2.07644 -0.001
H -0.91212 -5.60804 0.66250 0.000
H -2.78525 -4.09643 2.55665 0.000
N 1.26822 -4.30328 2.22760 0.000
H -1.07113 2.33539 -3.34999 0.005
As -1.30733 0.92359 2.67670 0.050
As 0.87613 2.39165 -1.86590 0.006
C -0.29591 0.07243 4.14275 0.005
C 0.72951 -1.97339 1.47817 0.014
H -2.31486 0.90285 -1.53389 -0.011
C -1.91753 2.48415 3.75530 0.007
H -0.99101 -0.11059 4.96377 0.001
H -5.51091 -7.80379 3.59346 0.000
C -3.97774 5.87750 -0.11739 0.000
As -3.01491 4.46864 0.86496 0.000
H -4.05344 3.13425 -1.37257 0.000
H 0.12755 -0.88007 3.83127 -0.002
H -1.82329 3.42374 3.21156 0.000
O -2.96944 -7.53381 2.53564 0.000
H 4.71703 2.51038 1.41478 0.002
H -3.31824 -2.37408 0.47088 0.007
C -1.55882 -4.77125 0.91944 -0.001
H 2.95499 3.64340 -1.19109 -0.001
C -1.86766 1.59017 -0.79572 0.089
C 0.22905 1.47974 1.52903 -0.251
H 4.55614 4.12589 3.29124 -0.003
C -5.91046 -6.86289 3.22512 0.000
H -3.28307 6.49924 -0.68093 0.000
Se 2.38786 -0.99338 -1.34889 0.039
H -4.36398 -5.65411 4.14432 0.000
C 0.69731 -0.96147 -1.99025 0.012
H -6.34562 -7.02477 2.24150 0.000
H 1.30080 1.02824 -3.94361 0.002
C 2.45450 3.78901 3.56909 0.022
C 3.67900 3.59519 2.95101 -0.038
H 1.74221 2.73889 -4.19296 -0.001
H -0.72136 4.04637 -3.00635 0.001
H -4.50717 6.50170 0.60264 0.000
H 0.50657 0.72336 4.49078 0.001
N -0.30472 -1.39390 0.79254 -0.001
C 1.91152 3.93638 -1.30968 0.009
H -1.34256 5.03386 -0.94085 -0.002
C -1.18521 -2.35043 0.51507 -0.002
C -3.24197 3.23829 -2.09765 0.008
H -0.70088 3.80818 0.17522 0.005
H 1.57725 -1.40730 1.82804 0.002
W 0.00256 0.59058 -0.21392 1.931
H -1.59292 -5.33268 3.00665 0.000
H -2.97556 2.33629 3.97252 0.000
N -0.44570 -0.81874 -2.19536 0.034
C -1.57403 4.08915 -0.43174 -0.020
H -4.70769 5.44355 -0.79744 0.000
C -4.82738 -5.80482 3.16890 0.000
H 1.54124 4.31253 -0.35788 0.000
C -1.93114 5.69858 1.95094 0.000
N -0.76106 -3.55073 0.99145 0.001
H -3.30231 4.23360 -2.53921 0.000
H -2.55929 1.60519 0.06147 0.013
C 0.46175 -3.30745 1.59849 0.005
H -2.53622 6.11247 2.75779 0.000
H -2.54730 -1.05980 -0.43511 -0.029
C 1.79247 1.89190 -3.50071 0.001
O 0.84533 -5.45193 2.25678 0.000
C -2.47924 -2.11579 -0.17761 0.041
C 3.76680 2.69280 1.89745 0.040
H 0.39629 3.27764 3.64651 -0.004
C 1.33040 3.10547 3.13744 -0.043
S -3.52753 -6.30075 2.05333 0.000
O -4.03533 -6.22208 0.70573 0.000
C -2.28401 -5.00888 2.23177 0.000
H -2.27548 -4.62844 0.11157 0.000
H -3.41753 2.50748 -2.88725 0.000
C -0.81404 3.05090 -2.55740 0.020
H 2.83185 1.64038 -3.28715 0.000
H -2.54826 -2.69742 -1.09597 0.007
C 2.64305 2.01561 1.46750 0.010
H 2.72991 1.29317 0.65481 -0.031
H -1.09288 5.15895 2.38317 0.001
C 1.38819 2.21491 2.06167 0.026
H -1.36446 2.54865 4.69090 0.001
O 2.34811 -3.93769 2.64827 0.000
H -1.54230 6.51184 1.33870 0.000
H 2.37016 4.47629 4.40095 0.001
```

Calculated values
strongest force on any atom	0.015	Eh/bohr
energy relative to the best compared isomer or geometry (same formula, charge and spin)	8.7	kJ/mol
total charge	0
calculated total energy	-11149.63407	a.u.
LUMO (spin up / spin down)	-0.02873 / -0.02835	Ha
orbital gap (spin up / spin down)	6.074 / 6.523	eV
2S+1	3
HOMO (spin up / spin down)	-6.9 / -7.3	eV